Record 1
Here is a structure of composition C20H34Br2CaCl3CsF2N3NaO14PS from OMol25. Energies are from ωB97M-V with the def2-TZVPD basis set.

As for the spin multiplicity: 1. The net charge is -1.

Each line ends with the Mulliken charge.
Cartesian coordinates (Å):
C (3.203, -2.741, 3.684)  -0.809
C (3.017, -3.476, 2.344)  -0.023
C (3.269, -2.643, 1.095)  -1.047
N (2.237, -1.666, 0.700)  -0.149
C (1.027, -1.670, 1.375)  -0.218
C (0.107, -2.688, 1.004)  0.308
C (0.426, -3.656, 0.046)  0.857
O (0.982, -3.464, -1.057)  -0.864
O (0.137, -4.962, 0.328)  -0.548
C (-1.197, -2.743, 1.637)  -0.731
C (-1.500, -1.828, 2.543)  0.248
O (-2.733, -1.848, 3.141)  -0.279
N (-3.782, -2.006, 2.124)  0.090
O (-4.687, -2.548, 2.586)  -0.320
N (-0.640, -0.822, 2.946)  0.548
C (-1.167, 0.080, 3.920)  -1.723
C (-1.255, -0.616, 5.332)  0.763
C (-1.050, 0.439, 6.482)  -1.266
F (-0.268, -1.643, 5.311)  -0.381
C (0.660, -0.749, 2.336)  -0.235
S (1.780, 0.496, 2.761)  1.002
O (3.114, 0.145, 2.438)  -0.584
O (1.258, 1.755, 2.378)  -0.348
F (1.781, 0.588, 4.527)  -0.509
H (3.986, -1.998, 3.602)  0.201
H (3.577, -3.488, 4.388)  0.556
H (2.272, -2.350, 4.083)  -0.205
H (2.082, -4.030, 2.324)  -0.086
H (3.796, -4.237, 2.342)  0.502
H (3.505, -3.292, 0.252)  0.376
H (4.183, -2.081, 1.276)  0.447
H (2.600, -0.742, 0.557)  0.520
H (0.496, -5.153, 1.199)  0.391
H (-1.915, -3.503, 1.397)  0.529
H (-0.652, 1.035, 3.928)  0.412
H (-2.201, 0.303, 3.675)  0.399
H (-2.242, -1.048, 5.414)  0.599
H (-1.985, 0.630, 6.987)  0.435
H (-0.250, -0.002, 7.200)  0.093
H (-0.670, 1.387, 6.077)  0.274
C (-1.086, 7.847, -2.080)  -1.021
O (-0.875, 7.870, -0.679)  -0.461
P (0.528, 7.439, 0.048)  1.123
O (1.344, 8.664, -0.048)  -0.713
O (0.961, 6.321, -1.082)  -0.414
C (0.072, 5.274, -1.487)  -0.822
O (1.202, 6.643, 1.269)  -0.391
C (0.772, 5.247, 1.565)  -0.791
H (-1.711, 8.724, -2.289)  0.364
H (-0.162, 7.900, -2.644)  0.576
H (-1.643, 6.947, -2.332)  0.378
H (-0.011, 5.287, -2.576)  0.301
H (-0.923, 5.386, -1.053)  0.389
H (0.480, 4.310, -1.188)  0.284
H (1.227, 4.583, 0.845)  0.343
H (-0.319, 5.134, 1.559)  0.433
H (1.150, 4.998, 2.551)  0.272
Br (-2.126, 7.964, -4.487)  0.200
Ca (1.442, -4.186, -3.032)  1.449
Cl (-1.331, 7.658, -6.657)  -0.203
C (-5.463, 10.341, -5.947)  -0.267
Cl (-4.573, 9.142, -6.889)  -0.121
Cl (-4.414, 11.212, -4.819)  -0.145
H (-5.906, 11.057, -6.628)  0.282
H (-6.234, 9.835, -5.381)  0.251
Br (-0.648, 3.066, 1.622)  -0.721
C (-0.377, -8.754, -6.047)  -1.263
C (-1.048, -8.028, -4.867)  0.452
C (-2.573, -8.071, -5.077)  -1.280
O (-0.633, -6.723, -4.846)  -0.822
H (-0.613, -8.266, -6.994)  0.317
H (0.708, -8.767, -5.927)  0.283
H (-0.714, -9.799, -6.116)  0.341
H (-0.845, -8.656, -3.966)  0.159
H (-2.856, -7.568, -6.004)  0.322
H (-3.092, -7.585, -4.248)  0.265
H (-2.939, -9.107, -5.134)  0.354
Cs (0.378, -2.886, 7.014)  0.756
Na (1.047, 1.214, 6.284)  0.645
C (5.173, -3.706, -4.250)  0.708
O (6.375, -3.676, -4.577)  -0.662
O (4.696, -3.107, -3.178)  -0.686
O (4.262, -4.343, -4.914)  -0.691



Record 2
Here is the molecule C28H36N4O4 from OMol25. Energies are from ωB97M-V with the def2-TZVPD basis set.

As for the spin multiplicity: 1. As for the structure (SMILES): CCOC(=O)N1CCC(N2Cc3cccc(C(=O)Nc4ccc(N(CC)CC)cc4C)c3C2=O)CC1. The net charge is 0. Its energy above the lowest of the compared OMol25 structures with the same formula, charge and spin is 7.20 kcal per mole.

Each line ends with the Mulliken charge.
Cartesian coordinates (Å):
C (1.282, -5.836, 2.220)  -1.220
C (0.429, -5.055, 3.202)  -0.242
H (0.739, -5.242, 4.235)  0.314
H (-0.630, -5.323, 3.112)  0.314
O (0.581, -3.665, 2.917)  -0.265
C (-0.108, -2.835, 3.736)  0.818
O (-0.834, -3.226, 4.620)  -0.655
N (0.140, -1.531, 3.475)  0.203
C (0.880, -1.061, 2.325)  -1.319
H (1.430, -1.896, 1.893)  0.635
C (-0.079, -0.450, 1.304)  1.677
H (0.474, -0.052, 0.453)  -1.242
H (-0.760, -1.225, 0.947)  0.230
C (-0.877, 0.679, 1.970)  -0.546
N (-1.739, 1.338, 1.019)  0.330
C (-1.359, 2.492, 0.398)  0.456
O (-0.403, 3.166, 0.721)  -0.729
C (-2.354, 2.723, -0.671)  0.816
C (-2.416, 3.704, -1.654)  0.769
C (-3.525, 3.710, -2.494)  -0.391
C (-4.506, 2.736, -2.392)  -0.719
C (-4.406, 1.717, -1.454)  -0.936
C (-3.324, 1.724, -0.598)  -0.113
C (-2.949, 0.761, 0.484)  -0.641
H (-3.725, 0.689, 1.255)  0.393
H (-2.773, -0.243, 0.079)  0.284
H (-5.157, 0.943, -1.396)  0.502
H (-5.353, 2.764, -3.061)  0.404
H (-3.604, 4.484, -3.242)  0.487
C (-1.357, 4.748, -1.827)  -0.255
O (-1.622, 5.935, -1.832)  -0.681
N (-0.091, 4.308, -2.022)  -0.104
C (0.408, 2.996, -2.044)  -0.085
C (-0.262, 1.973, -2.701)  -0.905
C (0.201, 0.673, -2.667)  -0.956
C (1.388, 0.345, -1.999)  0.896
C (2.088, 1.404, -1.404)  0.389
C (1.620, 2.704, -1.407)  0.293
C (2.384, 3.785, -0.706)  -2.312
H (3.278, 3.382, -0.237)  0.399
H (1.753, 4.225, 0.064)  0.388
H (2.687, 4.569, -1.400)  0.445
H (3.029, 1.221, -0.911)  0.406
N (1.845, -0.951, -1.926)  0.597
C (2.970, -1.322, -1.099)  -0.841
C (4.307, -1.205, -1.835)  -1.346
H (4.470, -0.184, -2.169)  0.259
H (4.317, -1.853, -2.708)  0.339
H (5.124, -1.495, -1.178)  0.444
H (2.826, -2.358, -0.777)  0.557
H (2.984, -0.705, -0.197)  0.318
C (1.230, -2.022, -2.674)  -1.181
C (0.065, -2.670, -1.921)  -0.664
H (-0.721, -1.941, -1.741)  0.086
H (0.404, -3.052, -0.960)  0.079
H (-0.345, -3.493, -2.500)  0.497
H (1.994, -2.779, -2.873)  0.451
H (0.889, -1.647, -3.642)  0.571
H (-0.381, -0.080, -3.172)  0.353
H (-1.169, 2.190, -3.245)  0.614
H (0.602, 5.045, -1.994)  0.207
C (-1.631, 0.130, 3.182)  -0.869
H (-2.172, 0.931, 3.687)  0.332
C (-0.633, -0.510, 4.149)  -1.249
H (-1.150, -0.984, 4.984)  0.558
H (0.055, 0.251, 4.533)  0.372
H (-2.348, -0.629, 2.863)  0.393
H (-0.175, 1.456, 2.298)  0.420
H (1.592, -0.300, 2.663)  0.179
H (0.959, -5.639, 1.201)  0.271
H (1.188, -6.899, 2.422)  0.413
H (2.325, -5.547, 2.317)  0.306



no.,Kohn-Sham gap (eV),LUMO level (eV)
1,1.112,-1.6
2,7.738,0.5